*one*
The following is a quantum chemistry calculation of C3H4N2S2 as an isolated structure, from the Open Molecules 2025 dataset.

spin multiplicity: 1

```
11
C3H4N2S2 (wB97M-V/def2-TZVPD)
C 0.23 0.55 -0.02
C 0.36 -0.92 -0.44
C -1.08 -1.55 -0.57
H 1.88 3.42 0.89
H 0.73 -1.55 0.56
H 1.15 -0.98 -1.20
H -1.17 -2.76 -0.69
N 1.10 1.41 0.09
N -2.04 -0.98 -0.03
S 0.55 2.78 0.82
S -1.71 0.59 0.58
```

The computed Löwdin charges, all in e, follow: -0.625 -0.155 -0.320 -0.054 0.174 0.104 0.156 -0.412 -0.351 0.687 0.796

***

*two*
The following is a quantum chemistry calculation of the molecule C3H4N2S2, from the Open Molecules 2025 dataset.

spin multiplicity: 1

```
11
C3H4N2S2 (wB97M-V/def2-TZVPD)
C -0.26 0.05 -1.30
C 1.32 -1.92 -0.74
C -0.51 -0.24 -0.04
N 0.62 -1.91 0.30
N -0.83 1.91 1.43
S 1.10 -0.73 -1.97
S -1.51 0.35 1.17
H -0.54 0.91 -1.89
H 2.03 -2.72 -0.77
H 0.12 1.85 1.83
H -1.53 2.45 1.98
```

The computed Löwdin charges, all in e, follow: -0.493 -0.628 -0.568 0.056 -0.343 0.927 0.837 0.073 0.068 0.041 0.029

***

*three*
The following is a quantum chemistry calculation of the molecule C3H4N2S2, from the Open Molecules 2025 dataset.

SMILES string: CSC(=S)NC#N
spin multiplicity: 1

```
11
C3H4N2S2 (wB97M-V/def2-TZVPD)
C -2.25 0.47 0.17
S -1.07 -0.81 0.40
C 0.44 0.04 0.04
S 0.54 1.58 -0.46
N 1.63 -0.78 0.18
C 2.83 -0.48 -0.19
N 3.92 -0.22 -0.40
H -2.39 1.06 1.02
H -3.16 -0.08 -0.03
H -1.98 1.01 -0.66
H 1.49 -1.78 -0.07
```

The computed Löwdin charges, all in e, follow: -0.426 0.871 -1.080 0.720 -0.048 -0.409 0.172 0.032 0.042 -0.030 0.156

***

*four*
The following is a quantum chemistry calculation of the molecule C3H4N2S2, from the Open Molecules 2025 dataset.

SMILES string: Cn1ncsc1=S
spin multiplicity: 1

```
11
C3H4N2S2 (wB97M-V/def2-TZVPD)
C -1.35 0.90 -0.13
N -0.19 0.14 0.04
N -0.35 -1.19 0.04
C 0.67 -1.85 0.05
S 2.16 -0.87 -0.02
C 1.30 0.55 0.01
S 1.78 2.07 0.12
H -2.01 0.16 0.30
H -1.22 1.86 0.48
H -1.54 1.16 -1.15
H 0.75 -2.93 0.25
```

The computed Löwdin charges, all in e, follow: -0.074 -0.249 -0.026 -0.442 0.987 -1.175 0.616 0.089 0.104 0.079 0.092

***

It is *two* that is the least stable of them.

***

*one*
The following is a quantum chemistry calculation of a 2-piece molecular cluster, CH3O4S overall, from the Open Molecules 2025 dataset.

total charge: -1
spin multiplicity: 1

```
9
CH3O4S (wB97M-V/def2-TZVPD)
C 0.79 -0.10 0.34
O -3.46 0.82 -0.20
O -3.16 -1.64 0.12
O 1.79 0.16 -0.29
O -1.24 0.01 -0.77
S -2.41 0.00 0.31
H 0.19 0.52 1.05
H 0.40 -1.24 0.32
H -2.82 -1.82 -0.80
```

The computed Löwdin charges, all in e, follow: -0.262 -0.516 -0.404 -0.083 -0.584 0.682 0.054 0.101 0.013

***

*two*
The following is a quantum chemistry calculation of a 2-piece molecular cluster, CH3O4S overall, from the Open Molecules 2025 dataset.

total charge: -1
spin multiplicity: 1

```
9
CH3O4S (wB97M-V/def2-TZVPD)
C -1.46 0.72 -0.12
O 1.18 0.53 1.18
O 2.12 -1.55 -0.08
O -2.43 -0.03 -0.07
O 0.13 -0.20 -0.89
S 1.43 0.09 -0.20
H -0.92 1.00 0.79
H -1.44 1.54 -0.87
H 1.38 -2.09 0.27
```

The computed Löwdin charges, all in e, follow: -0.320 -0.523 -0.382 -0.119 -0.509 0.705 0.051 0.079 0.017

***

It is *one* that is the least stable of them.

***

*one*
The following is a quantum chemistry calculation of C27H29N3O5 as an isolated structure, from the Open Molecules 2025 dataset.

spin multiplicity: 1

```
64
C27H29N3O5 (wB97M-V/def2-TZVPD)
C 7.07 2.62 1.76
C 6.02 1.50 1.65
N 5.06 1.90 0.60
C 3.91 1.08 0.39
C 3.79 -0.23 0.91
C 2.67 -1.01 0.66
C 1.52 -0.51 0.02
C 0.23 -1.28 0.11
C -1.00 -0.48 0.13
C -1.08 0.67 0.98
C -2.27 1.37 1.18
C -3.43 1.05 0.42
N -4.64 1.74 0.52
C -4.92 2.60 1.66
C -6.41 2.92 1.72
O -6.83 3.52 0.48
C -6.77 2.52 -0.56
C -5.33 2.02 -0.76
C -3.35 -0.07 -0.46
C -2.19 -0.83 -0.55
C 1.61 0.82 -0.49
C 2.79 1.57 -0.33
C 5.66 2.31 -0.66
C 6.88 3.22 -0.50
O 7.78 2.72 0.51
H 6.59 3.59 2.01
H 7.87 2.38 2.49
H 6.56 0.56 1.37
H 5.53 1.38 2.64
H 4.60 -0.65 1.52
H 2.59 -2.03 1.05
H 0.28 -2.27 0.69
H -0.19 0.97 1.52
H -2.29 2.19 1.91
H -4.61 2.09 2.58
H -4.36 3.55 1.58
H -6.98 2.00 1.90
H -6.64 3.67 2.49
H -7.43 1.65 -0.29
H -7.14 3.02 -1.48
H -4.79 2.82 -1.33
H -5.35 1.11 -1.38
H -4.23 -0.38 -1.05
H -2.18 -1.72 -1.19
H 0.73 1.28 -0.94
H 2.81 2.60 -0.72
H 6.01 1.41 -1.23
H 4.91 2.83 -1.27
H 7.48 3.23 -1.43
H 6.54 4.24 -0.23
O -0.08 -2.69 -1.06
C -0.62 -3.85 -0.99
C -0.59 -4.70 -2.18
N 0.44 -4.57 -3.17
O 1.42 -3.85 -3.01
O 0.27 -5.31 -4.20
C -1.25 -5.90 -2.30
C -2.00 -6.37 -1.24
C -1.99 -5.68 -0.02
C -1.31 -4.48 0.14
H -1.05 -6.48 -3.19
H -2.55 -7.29 -1.37
H -2.51 -6.12 0.85
H -1.25 -3.98 1.13
```

The computed Löwdin charges, all in e, follow: -0.184 -0.151 -0.096 -0.203 -0.006 -0.013 -0.177 0.036 -0.191 -0.032 -0.008 -0.212 -0.097 -0.150 -0.189 -0.147 -0.178 -0.128 -0.006 -0.005 -0.010 -0.002 -0.150 -0.186 -0.152 0.131 0.130 0.133 0.135 0.104 0.126 0.150 0.115 0.105 0.128 0.128 0.126 0.128 0.130 0.132 0.138 0.105 0.109 0.117 0.124 0.114 0.139 0.117 0.131 0.126 -0.067 -0.280 -0.095 -0.315 0.075 -0.007 -0.026 -0.094 -0.100 -0.017 0.118 0.093 0.109 0.115

***

*two*
The following is a quantum chemistry calculation of a 2-piece molecular cluster, C27H29N3O5 overall, from the Open Molecules 2025 dataset.

spin multiplicity: 1

```
64
C27H29N3O5 (wB97M-V/def2-TZVPD)
C -3.84 -4.15 -1.25
C -4.26 -5.43 -0.97
C -3.94 -6.03 0.27
N -4.27 -7.39 0.49
O -3.97 -7.92 1.58
O -4.86 -8.01 -0.43
C -3.27 -5.29 1.27
C -2.84 -4.01 1.01
C -2.95 -3.42 -0.33
O -2.29 -2.41 -0.70
H -4.06 -3.69 -2.21
H -4.83 -6.01 -1.70
H -3.09 -5.76 2.23
H -2.31 -3.43 1.77
C -2.16 7.13 -2.74
C -2.21 5.64 -2.44
N -1.84 5.39 -1.05
C -1.58 4.03 -0.75
C -2.52 3.21 -0.09
C -2.25 1.86 0.06
C -0.97 1.32 -0.25
C -0.72 -0.05 0.05
C 0.54 -0.56 0.43
C 1.61 0.27 0.88
C 2.86 -0.26 1.18
C 3.10 -1.64 1.00
N 4.38 -2.20 1.17
C 5.07 -2.51 -0.09
C 6.38 -3.24 0.15
O 7.15 -2.65 1.20
C 6.42 -2.56 2.43
C 5.20 -1.67 2.26
C 2.03 -2.48 0.59
C 0.78 -1.96 0.37
C -0.01 2.18 -0.88
C -0.34 3.49 -1.17
C -2.63 6.15 -0.08
C -2.44 7.62 -0.41
O -2.84 7.91 -1.75
H -1.11 7.44 -2.83
H -2.71 7.34 -3.67
H -3.25 5.28 -2.63
H -1.52 5.10 -3.09
H -3.48 3.62 0.23
H -2.99 1.18 0.47
H -1.56 -0.72 0.02
H 1.46 1.34 0.98
H 3.67 0.40 1.49
H 4.40 -3.14 -0.69
H 5.28 -1.58 -0.66
H 6.17 -4.31 0.37
H 7.03 -3.15 -0.73
H 6.09 -3.56 2.79
H 7.13 -2.11 3.14
H 5.52 -0.63 2.06
H 4.59 -1.68 3.18
H 2.22 -3.55 0.47
H -0.06 -2.60 0.09
H 0.97 1.80 -1.15
H 0.35 4.15 -1.70
H -3.70 5.88 -0.14
H -2.25 5.93 0.93
H -3.10 8.24 0.22
H -1.38 7.90 -0.24
```

The computed Löwdin charges, all in e, follow: -0.028 -0.033 -0.208 -0.357 0.000 -0.001 -0.035 -0.041 -0.443 -0.117 0.095 0.111 0.109 0.089 -0.182 -0.138 -0.115 -0.207 0.013 0.021 -0.189 0.132 -0.173 0.006 0.010 -0.197 -0.104 -0.131 -0.182 -0.136 -0.179 -0.149 0.022 0.038 -0.007 0.006 -0.153 -0.180 -0.136 0.128 0.131 0.138 0.128 0.119 0.134 0.096 0.116 0.115 0.128 0.134 0.130 0.132 0.133 0.131 0.122 0.137 0.130 0.115 0.121 0.126 0.128 0.136 0.131 0.131

***

It is *one* that is the least stable of them.

***

*one*
The following is a quantum chemistry calculation of a 2-piece molecular cluster, C2H6O2S overall, from the Open Molecules 2025 dataset.

SMILES string: O=CO.CS
spin multiplicity: 1

```
11
C2H6O2S (wB97M-V/def2-TZVPD)
O 4.28 -0.17 -3.06
C 3.65 -0.98 -2.47
O 3.11 -2.01 -3.18
H 3.51 -1.14 -1.40
H 2.54 -2.58 -2.68
C -2.77 1.45 2.52
S -3.18 0.93 0.83
H -1.71 1.56 2.72
H -3.20 2.45 2.55
H -3.32 0.85 3.24
H -2.91 -0.35 0.93
```

The computed Löwdin charges, all in e, follow: 0.096 -0.379 0.062 0.136 0.085 -0.487 0.618 0.024 0.016 0.020 -0.192

***

*two*
The following is a quantum chemistry calculation of a 2-piece molecular cluster, C2H6O2S overall, from the Open Molecules 2025 dataset.

SMILES string: O=CO.CS
spin multiplicity: 1

```
11
C2H6O2S (wB97M-V/def2-TZVPD)
O 1.10 0.61 0.89
C 0.91 1.77 0.72
O 0.29 2.30 -0.33
H 1.20 2.57 1.42
H -0.12 1.61 -0.86
C -0.22 -1.80 -0.51
S -1.64 -0.64 -0.62
H -0.10 -2.03 0.54
H 0.68 -1.38 -0.94
H -0.51 -2.73 -1.01
H -1.58 -0.27 0.69
```

The computed Löwdin charges, all in e, follow: 0.045 -0.408 0.068 0.141 0.062 -0.463 0.625 0.024 0.018 0.018 -0.129

***

It is *one* that is the least stable of them.

***

*one*
The following is a quantum chemistry calculation of a 2-piece molecular cluster, C2H6O2S overall, from the Open Molecules 2025 dataset.

SMILES string: O=CO.CS
spin multiplicity: 1

```
11
C2H6O2S (wB97M-V/def2-TZVPD)
O -1.35 0.79 0.00
C -2.07 0.08 0.64
O -1.82 -1.21 0.84
H -2.99 0.41 1.12
H -0.91 -1.36 0.51
C 1.56 0.29 -1.02
S 1.54 -0.77 0.47
H 1.56 1.32 -0.70
H 0.65 0.13 -1.59
H 2.43 0.10 -1.63
H 1.40 0.22 1.36
```

The computed Löwdin charges, all in e, follow: 0.039 -0.401 0.053 0.139 0.040 -0.460 0.661 0.030 0.015 0.021 -0.136

***

*two*
The following is a quantum chemistry calculation of a 2-piece molecular cluster, C2H6O2S overall, from the Open Molecules 2025 dataset.

SMILES string: O=CO.CS
spin multiplicity: 1

```
11
C2H6O2S (wB97M-V/def2-TZVPD)
O -5.34 0.70 -1.14
C -4.35 1.36 -1.04
O -3.98 2.17 -2.06
H -3.69 1.27 -0.17
H -3.17 2.68 -1.94
C 3.43 -1.64 1.43
S 3.22 -1.32 -0.32
H 2.42 -1.83 1.84
H 3.97 -2.53 1.74
H 3.74 -0.80 2.04
H 3.75 -0.07 -0.37
```

The computed Löwdin charges, all in e, follow: 0.080 -0.395 0.073 0.134 0.107 -0.536 0.617 0.017 0.025 0.031 -0.154

***

It is *two* that is the least stable of them.

***

*one*
The following is a quantum chemistry calculation of a 2-piece molecular cluster, C4H11N2S overall, from the Open Molecules 2025 dataset.

total charge: -1
spin multiplicity: 1

```
18
C4H11N2S (wB97M-V/def2-TZVPD)
C -1.49 0.64 -1.36
C -1.60 0.71 -0.03
N -2.81 0.28 0.64
N -0.42 1.19 -2.06
H -2.34 0.26 -1.91
H -0.78 1.12 0.55
H -3.04 0.97 1.34
H -2.69 -0.59 1.16
H -0.47 1.13 -3.06
H 0.51 1.10 -1.59
C 1.86 -1.14 1.53
C 1.90 -0.70 0.06
S 2.26 1.05 -0.16
H 1.04 -0.62 2.03
H 2.79 -0.88 2.05
H 1.67 -2.22 1.63
H 0.95 -1.03 -0.39
H 2.68 -1.28 -0.45
```

The computed Löwdin charges, all in e, follow: -0.248 -0.253 -0.034 0.010 0.094 0.075 0.042 0.042 0.053 -0.066 -0.244 -0.834 0.188 0.041 0.042 0.046 0.026 0.021

***

*two*
The following is a quantum chemistry calculation of an isolated ion of composition C4H11N2S and charge -1, from the Open Molecules 2025 dataset.

total charge: -1
SMILES string: CN[C@@H](CN)C[S-]
spin multiplicity: 1

```
18
C4H11N2S (wB97M-V/def2-TZVPD)
C -0.45 -1.14 -2.10
N 0.36 -0.34 -1.19
C -0.02 -0.13 0.21
C 1.12 0.80 0.75
N 1.24 0.93 2.20
C -1.43 0.48 0.35
S -2.04 0.70 2.00
H -0.16 -0.91 -3.14
H -1.52 -1.07 -1.97
H -0.12 -2.18 -1.95
H 1.34 -0.44 -1.39
H 0.13 -1.06 0.79
H 2.01 0.34 0.31
H 1.09 1.83 0.38
H 0.29 0.98 2.59
H 1.46 0.01 2.61
H -1.30 1.44 -0.19
H -2.00 -0.23 -0.27
```

The computed Löwdin charges, all in e, follow: -0.142 -0.130 -0.447 -0.290 -0.047 -0.774 0.176 0.064 0.058 0.063 0.078 0.123 0.084 0.105 -0.047 0.046 0.055 0.024

***

It is *two* that is the least stable of them.